(1)
ORCA calculation (the ωB97M-V functional and the def2-TZVPD basis) on a gas-phase ion, C5H8N3 (charge +1).

As for the total charge: +1. The value obtained for the molecular weight is 110.14 g/mol. For the lowest unoccupied orbital energy, the calculation gives -4.862 eV. As for the SMILES: CN[n+]1cccnc1.

Last column: Mulliken charge in e.
CARTESIAN COORDINATES (ANGSTROEM)
C (-0.870, -0.470, 2.128)  -0.62
C (-1.936, -0.846, 1.374)  -0.16
C (0.170, 0.120, 1.428)  0.15
C (-0.834, -0.670, -0.637)  0.05
C (1.350, 0.703, -2.008)  -1.07
N (-1.873, -0.977, 0.034)  -0.40
N (0.311, -0.016, 0.087)  0.51
N (1.386, 0.431, -0.542)  -0.78
H (-0.866, -0.409, 3.136)  0.45
H (-2.799, -1.070, 1.852)  0.46
H (0.894, 0.622, 1.920)  0.45
H (-0.921, -0.962, -1.668)  0.40
H (2.399, 0.787, -2.095)  0.38
H (1.060, -0.012, -2.628)  0.48
H (0.691, 1.514, -2.244)  0.39
H (1.838, 1.255, -0.137)  0.31

***

(2)
ORCA calculation (the ωB97M-V functional and the def2-TZVPD basis) on a gas-phase ion, C5H8N3 (charge +1).

As for the total charge: +1. The value obtained for the molecular weight is 110.14 g/mol. For the lowest unoccupied orbital energy, the calculation gives -4.035 eV. As for the SMILES: c1cn2c(n1)C[NH2+]C2.

Last column: Mulliken charge in e.
CARTESIAN COORDINATES (ANGSTROEM)
C (2.171, -0.485, 1.203)  -0.28
C (1.390, 0.602, 1.364)  -0.28
C (0.609, -0.651, -0.229)  0.40
C (-0.515, -0.859, -1.249)  -0.56
C (-1.066, 1.038, 0.026)  -0.56
N (1.621, -1.323, 0.255)  -0.64
N (0.383, 0.462, 0.459)  0.09
N (-1.697, -0.078, -0.635)  -0.08
H (3.196, -0.808, 1.567)  0.37
H (1.503, 1.613, 1.916)  0.33
H (-0.185, -0.419, -2.201)  0.30
H (-0.504, -1.882, -1.328)  0.38
H (-1.629, 1.436, 0.889)  0.39
H (-0.936, 1.917, -0.754)  0.31
H (-2.264, 0.095, -1.482)  0.37
H (-2.079, -0.658, 0.200)  0.44

***

(3)
ORCA calculation (the ωB97M-V functional and the def2-TZVPD basis) on a gas-phase ion, C5H8N3 (charge +1).

As for the total charge: +1. The value obtained for the molecular weight is 110.14 g/mol. For the lowest unoccupied orbital energy, the calculation gives -4.420 eV. As for the SMILES: C/C(=C\C#N)NC=[NH2+].

Last column: Mulliken charge in e.
CARTESIAN COORDINATES (ANGSTROEM)
C (-1.931, 0.025, 2.043)  -0.01
C (0.708, 0.339, -1.776)  0.04
C (-1.620, 0.124, 0.681)  -0.32
C (-0.519, -0.417, 0.130)  0.45
C (0.632, -0.940, 0.970)  -1.38
N (-2.156, 0.134, 3.175)  -0.32
N (-0.233, -0.383, -1.268)  -0.06
N (1.522, 1.158, -1.188)  -0.28
H (0.792, 0.326, -2.843)  0.41
H (-2.429, 0.715, 0.147)  0.34
H (1.249, 1.320, -0.220)  0.24
H (0.514, -1.927, 1.454)  0.38
H (0.667, -0.493, 1.936)  0.44
H (1.466, -1.000, 0.381)  0.47
H (-0.787, -0.829, -2.001)  0.31
H (2.126, 1.847, -1.621)  0.28

***

Structures ranked by computed energy, the most stable listed first: (3), (2), (1).

***

(1)
ORCA calculation (the ωB97M-V functional and the def2-TZVPD basis) on CH3N3S2 in the gas phase.

The value obtained for the molecular weight is 121.19 g/mol. For the lowest unoccupied orbital energy, the calculation gives 0.456 eV. As for the SMILES: c1ns[nH]s[nH]1.

Last column: Mulliken charge in e.
CARTESIAN COORDINATES (ANGSTROEM)
C (-0.006, 1.149, -0.306)  0.07
N (1.258, 1.337, -0.310)  -0.39
N (-0.635, -0.008, -0.049)  -0.37
N (1.441, -1.290, 0.454)  -0.42
S (2.418, 0.155, -0.111)  0.13
S (0.092, -1.567, -0.430)  0.08
H (-0.483, 2.127, -0.326)  0.35
H (-1.627, -0.128, -0.036)  0.25
H (1.104, -1.312, 1.393)  0.30

***

(2)
ORCA calculation (the ωB97M-V functional and the def2-TZVPD basis) on CH3N3S2 in the gas phase.

The value obtained for the molecular weight is 121.19 g/mol. For the lowest unoccupied orbital energy, the calculation gives -0.164 eV. As for the SMILES: NN1N=CSS1.

Last column: Mulliken charge in e.
CARTESIAN COORDINATES (ANGSTROEM)
C (-1.435, 0.836, -0.420)  -0.04
N (-0.088, 1.012, -0.349)  -0.46
N (0.645, 0.296, 0.459)  0.20
N (1.709, -0.359, -0.121)  -0.41
S (-2.219, -0.450, 0.456)  -0.10
S (-0.497, -1.105, 1.479)  -0.13
H (-1.864, 1.560, -1.017)  0.45
H (2.095, -1.010, 0.529)  0.24
H (1.654, -0.781, -1.016)  0.24

***

Structures ranked by computed energy, the most stable listed first: (1), (2).

***

(1)
ORCA calculation (the ωB97M-V functional and the def2-TZVPD basis) on a molecular structure, H3N2O2P.

The value obtained for the molecular weight is 94.01 g/mol. For the lowest unoccupied orbital energy, the calculation gives -1.040 eV.

Last column: Mulliken charge in e.
CARTESIAN COORDINATES (ANGSTROEM)
N (-0.748, 1.939, 0.634)  -0.38
N (-1.139, -0.730, -0.053)  0.77
O (-2.332, -0.906, -0.119)  -0.53
O (-0.294, -1.498, 0.338)  -0.53
P (-0.526, 1.018, -0.550)  0.37
H (3.370, -0.513, -0.917)  0.11
H (-1.140, 1.736, 1.540)  0.29
H (2.810, -1.047, -0.873)  -0.11

***

(2)
ORCA calculation (the ωB97M-V functional and the def2-TZVPD basis) on H3N2O2P in the gas phase.

The value obtained for the molecular weight is 94.01 g/mol. For the lowest unoccupied orbital energy, the calculation gives -0.063 eV. As for the SMILES: NNP(=O)=O.

Last column: Mulliken charge in e.
CARTESIAN COORDINATES (ANGSTROEM)
N (-0.132, -1.260, 0.788)  -0.60
N (-0.565, -0.194, -0.020)  -0.02
O (-0.770, 1.981, -1.095)  -0.55
O (1.759, 1.306, -0.706)  -0.54
P (0.291, 1.101, -0.622)  0.90
H (0.615, -1.822, 0.298)  0.27
H (0.277, -1.012, 1.625)  0.25
H (-1.476, -0.102, -0.268)  0.29

***

Structures ranked by computed energy, the most stable listed first: (2), (1).

***

(1)
ORCA calculation (the ωB97M-V functional and the def2-TZVPD basis) on 2 unconnected molecules or ions with the total composition H3N2O2P.

The value obtained for the molecular weight is 94.01 g/mol. For the lowest unoccupied orbital energy (spin up / spin down), the calculation gives -1.040 / -1.605 eV.

Last column: Mulliken charge in e.
CARTESIAN COORDINATES (ANGSTROEM)
N (1.263, -0.476, 0.606)  -0.40
N (-1.487, 0.931, -0.466)  0.42
O (-2.404, 0.448, -0.989)  -0.42
O (-1.375, 1.123, 0.767)  -0.43
P (1.152, 0.089, -0.921)  0.23
H (1.566, 0.175, 1.386)  0.28
H (0.643, -1.157, 0.885)  0.28
H (0.642, -1.132, -1.267)  0.05

***

(2)
ORCA calculation (the ωB97M-V functional and the def2-TZVPD basis) on H3N2O2P in the gas phase.

The value obtained for the molecular weight is 94.01 g/mol. For the lowest unoccupied orbital energy, the calculation gives 0.255 eV. As for the SMILES: NP[N+](=O)[O-].

Last column: Mulliken charge in e.
CARTESIAN COORDINATES (ANGSTROEM)
N (-0.318, -0.481, -0.413)  -0.45
N (1.918, -1.619, 0.602)  0.73
O (0.988, -1.984, 1.295)  -0.53
O (3.018, -2.061, 0.487)  -0.52
P (1.250, -0.131, -0.705)  0.14
H (-0.628, -0.471, 0.580)  0.29
H (-0.826, -0.985, -1.179)  0.26
H (1.344, 1.197, 0.025)  0.08

***

Structures ranked by computed energy, the most stable listed first: (2), (1).

***

(1)
ORCA calculation (the ωB97M-V functional and the def2-TZVPD basis) on C19H24FN3O4S in the gas phase.

The value obtained for the molecular weight is 409.48 g/mol. For the lowest unoccupied orbital energy, the calculation gives 0.368 eV. As for the SMILES: Cc1cc(F)ccc1NS(=O)(=O)c1c(C(=O)N2CCOCC2)c(C)n(C)c1C.

Last column: Mulliken charge in e.
CARTESIAN COORDINATES (ANGSTROEM)
C (-3.107, -0.072, 2.480)  -1.34
C (-3.808, 0.112, 1.168)  1.10
C (-5.165, -0.146, 1.060)  -0.76
C (-5.813, 0.034, -0.147)  0.28
C (-5.143, 0.475, -1.270)  -0.96
C (-3.788, 0.736, -1.171)  -0.36
C (-3.113, 0.560, 0.032)  0.16
N (-1.752, 0.867, 0.129)  -0.18
S (-0.729, 0.773, -1.196)  1.57
O (-1.115, 1.738, -2.184)  -0.77
O (-0.595, -0.593, -1.630)  -0.59
C (0.793, 1.252, -0.453)  0.17
C (1.531, 2.404, -0.592)  0.41
N (2.667, 2.250, 0.148)  0.26
C (2.671, 1.015, 0.747)  0.37
C (1.518, 0.365, 0.382)  0.28
C (0.939, -0.929, 0.815)  0.05
O (-0.052, -0.935, 1.541)  -0.81
N (1.545, -2.056, 0.409)  0.05
C (2.543, -2.118, -0.635)  -0.49
H (2.950, -1.126, -0.823)  0.37
H (3.343, -2.791, -0.304)  0.32
C (1.894, -2.676, -1.912)  -0.49
H (2.643, -2.825, -2.692)  0.41
O (1.317, -3.937, -1.665)  -0.45
C (0.306, -3.831, -0.686)  -0.39
H (-0.122, -4.827, -0.572)  0.42
C (0.898, -3.335, 0.638)  -0.75
H (0.117, -3.197, 1.386)  0.46
H (1.648, -4.045, 1.004)  0.31
H (-0.465, -3.122, -1.019)  0.20
H (1.125, -1.969, -2.253)  0.24
C (3.777, 0.565, 1.633)  -1.93
H (3.905, 1.247, 2.473)  0.48
H (4.722, 0.517, 1.090)  0.38
H (3.547, -0.422, 2.022)  0.38
C (3.714, 3.222, 0.309)  -1.10
H (3.804, 3.515, 1.357)  0.32
H (4.670, 2.810, -0.020)  0.33
H (3.487, 4.104, -0.283)  0.43
C (1.206, 3.617, -1.380)  -1.97
H (1.082, 4.486, -0.733)  0.39
H (0.274, 3.434, -1.908)  0.40
H (1.986, 3.835, -2.110)  0.42
H (-1.298, 0.397, 0.911)  0.37
H (-3.240, 1.081, -2.031)  0.57
H (-5.670, 0.607, -2.201)  0.45
F (-7.141, -0.228, -0.223)  -0.35
H (-5.726, -0.491, 1.915)  0.41
H (-2.727, 0.882, 2.844)  0.35
H (-2.260, -0.750, 2.380)  0.21
H (-3.791, -0.478, 3.221)  0.40

***

(2)
ORCA calculation (the ωB97M-V functional and the def2-TZVPD basis) on C19H24FN3O4S in the gas phase.

The value obtained for the molecular weight is 409.48 g/mol. For the lowest unoccupied orbital energy, the calculation gives 0.561 eV. As for the SMILES: COC(=O)c1cc(S(=O)(=O)NCC2CCN(Cc3ccccc3F)CC2)c[nH]1.

Last column: Mulliken charge in e.
CARTESIAN COORDINATES (ANGSTROEM)
C (-4.698, -3.697, 1.458)  -0.67
H (-5.712, -3.837, 1.078)  0.30
H (-4.677, -3.805, 2.539)  0.23
H (-4.043, -4.430, 0.984)  0.30
O (-4.245, -2.378, 1.183)  -0.29
C (-4.182, -2.043, -0.110)  0.27
O (-4.471, -2.788, -1.020)  -0.64
C (-3.720, -0.673, -0.313)  -0.01
C (-3.346, 0.327, 0.564)  -0.78
C (-2.984, 1.431, -0.220)  0.62
C (-3.149, 1.080, -1.543)  -0.76
N (-3.590, -0.188, -1.586)  0.12
H (-3.816, -0.735, -2.404)  0.23
H (-2.975, 1.674, -2.418)  0.53
S (-2.398, 2.995, 0.369)  1.38
O (-3.365, 3.541, 1.274)  -0.75
O (-1.993, 3.774, -0.767)  -0.67
N (-1.077, 2.551, 1.300)  -0.21
H (-1.115, 3.055, 2.173)  0.35
C (0.216, 2.612, 0.643)  -1.77
H (0.352, 3.583, 0.150)  0.34
C (0.318, 1.504, -0.405)  1.05
C (0.230, 0.118, 0.232)  -0.37
C (0.321, -0.955, -0.862)  -1.08
N (1.492, -0.858, -1.704)  0.26
C (2.680, -1.571, -1.285)  -1.79
C (3.404, -1.053, -0.061)  0.99
C (4.435, -0.127, -0.167)  0.36
C (5.091, 0.391, 0.934)  -0.48
C (4.714, -0.029, 2.197)  -0.54
C (3.704, -0.965, 2.338)  -0.62
C (3.063, -1.472, 1.221)  -0.26
H (2.284, -2.211, 1.338)  0.38
H (3.416, -1.306, 3.321)  0.42
H (5.216, 0.367, 3.067)  0.41
H (5.885, 1.108, 0.790)  0.46
F (4.831, 0.285, -1.394)  -0.39
H (2.383, -2.609, -1.102)  0.51
H (3.370, -1.561, -2.134)  0.45
C (1.674, 0.474, -2.238)  -1.03
C (1.624, 1.597, -1.192)  -0.79
H (2.468, 1.514, -0.505)  0.09
H (1.692, 2.560, -1.700)  0.55
H (2.620, 0.507, -2.779)  0.44
H (0.864, 0.643, -2.959)  0.42
H (0.290, -1.953, -0.420)  0.33
H (-0.554, -0.851, -1.517)  0.42
H (1.049, -0.001, 0.943)  0.24
H (-0.711, 0.010, 0.772)  0.48
H (-0.517, 1.635, -1.099)  -0.17
H (0.994, 2.485, 1.401)  0.54
H (-3.341, 0.277, 1.632)  0.58

***

Structures ranked by computed energy, the most stable listed first: (1), (2).

***

(1)
ORCA calculation (the ωB97M-V functional and the def2-TZVPD basis) on C3H10N2OS in the gas phase.

The value obtained for the molecular weight is 122.19 g/mol. For the lowest unoccupied orbital energy, the calculation gives 0.654 eV. As for the SMILES: CC(C)[S@](=N)(N)=O.

Last column: Mulliken charge in e.
CARTESIAN COORDINATES (ANGSTROEM)
C (-1.673, -0.405, 0.582)  -1.74
C (-0.677, 1.149, -1.078)  -1.22
C (-0.491, 0.451, 0.244)  0.39
N (1.386, -1.463, 1.143)  -0.79
N (2.218, 0.532, -0.167)  -0.56
O (0.904, -1.326, -1.259)  -0.63
S (0.972, -0.600, -0.024)  0.98
H (-1.930, -1.037, -0.195)  0.53
H (-1.348, -1.187, 1.349)  0.31
H (-2.625, 0.062, 0.785)  0.42
H (0.092, 0.687, -1.736)  0.31
H (-0.578, 2.138, -1.053)  0.36
H (-1.718, 0.877, -1.359)  0.36
H (-0.209, 1.012, 1.078)  0.47
H (0.732, -2.222, 1.243)  0.23
H (2.976, -0.097, 0.134)  0.32
H (1.971, 1.430, 0.312)  0.27

***

(2)
ORCA calculation (the ωB97M-V functional and the def2-TZVPD basis) on 2 unconnected molecules or ions with the total composition C3H10N2OS.

The value obtained for the molecular weight is 122.19 g/mol. For the lowest unoccupied orbital energy, the calculation gives 0.937 eV. As for the SMILES: C/C=N/C.NSO.

Last column: Mulliken charge in e.
CARTESIAN COORDINATES (ANGSTROEM)
C (-1.606, 2.084, -0.061)  -0.89
C (-1.110, -1.643, 0.166)  -0.90
C (-1.818, 0.646, -0.071)  0.03
N (3.385, -1.050, -0.464)  -0.50
N (-0.937, -0.217, 0.186)  -0.30
O (1.678, 0.964, -0.201)  -0.40
S (2.994, 0.317, 0.540)  0.02
H (-1.756, 2.603, -1.041)  0.27
H (-0.590, 2.246, 0.485)  0.18
H (-2.453, 2.455, 0.597)  0.28
H (-0.857, -2.028, 1.118)  0.32
H (-2.056, -2.143, -0.144)  0.32
H (-0.285, -1.989, -0.442)  0.30
H (-2.863, 0.308, -0.165)  0.36
H (2.994, -1.841, 0.090)  0.26
H (4.359, -1.301, -0.814)  0.25
H (0.921, 0.589, 0.219)  0.40

***

(3)
ORCA calculation (the ωB97M-V functional and the def2-TZVPD basis) on 2 unconnected molecules or ions with the total composition C3H10N2OS.

The value obtained for the molecular weight is 122.19 g/mol. For the lowest unoccupied orbital energy, the calculation gives 0.858 eV. As for the SMILES: CCNSO.C=N.

Last column: Mulliken charge in e.
CARTESIAN COORDINATES (ANGSTROEM)
C (1.476, 0.091, 1.847)  -0.95
C (0.984, -1.350, 1.646)  -0.37
C (-0.832, 1.391, -4.140)  -0.25
N (0.134, 1.732, -3.402)  -0.52
N (-0.427, -1.583, 1.382)  -0.32
O (-2.287, 0.107, 1.420)  -0.47
S (-1.347, -0.718, 0.316)  0.06
H (0.886, 0.669, 1.239)  0.28
H (1.251, 0.298, 2.821)  0.33
H (2.626, 0.160, 1.635)  0.28
H (1.364, -1.931, 0.722)  0.26
H (1.338, -1.956, 2.446)  0.36
H (-1.826, 1.635, -3.942)  0.22
H (-0.711, 0.824, -4.942)  0.30
H (0.025, 2.340, -2.656)  0.25
H (-1.695, 0.638, 1.925)  0.32
H (-0.960, -2.346, 1.685)  0.23

***

Structures ranked by computed energy, the most stable listed first: (2), (1), (3).